Molecular formula: C54H114N6O6
Method: DFT, ωB97M-V/def2-TZVPD

Element x y z (Å)
C1 -3.38 -5.51 -0.23
C2 -3.38 -6.99 0.35
C3 -1.80 -7.37 0.50
C4 -1.26 -6.50 1.64
C5 -1.95 -6.75 3.06
C6 -3.48 -6.63 3.02
N1 -4.10 -7.09 1.65
O1 -5.42 -7.17 1.54
C7 -4.00 -7.51 4.11
C8 -3.95 -5.27 3.16
C9 -3.77 -7.93 -0.77
H1 -2.56 -5.41 -0.93
H2 -3.38 -4.81 0.61
H3 -4.33 -5.23 -0.67
H4 -1.57 -8.36 0.88
H5 -1.20 -7.07 -0.36
H6 -1.33 -5.46 1.34
H7 -0.20 -6.67 1.81
H8 -1.54 -5.95 3.67
H9 -1.61 -7.70 3.47
H10 -5.09 -7.41 4.12
H11 -3.58 -8.51 3.99
H12 -3.73 -7.09 5.08
H13 -3.98 -4.82 4.15
H14 -3.15 -4.69 2.70
H15 -4.89 -5.09 2.64
H16 -3.11 -7.70 -1.60
H17 -4.77 -7.74 -1.16
H18 -3.88 -8.96 -0.45
H19 -5.60 -8.11 1.43
C10 -8.26 0.38 5.85
C11 -8.48 -0.68 4.71
C12 -8.79 0.18 3.46
C13 -7.53 0.59 2.70
C14 -6.80 -0.58 2.19
C15 -6.59 -1.76 3.23
N2 -7.19 -1.37 4.56
O2 -7.01 -2.36 5.55
C16 -7.32 -3.11 2.79
C17 -5.05 -1.97 3.46
C18 -9.66 -1.53 5.05
H20 -7.80 -0.09 6.72
H21 -9.12 0.84 6.34
H22 -7.68 1.26 5.59
H23 -9.49 -0.36 2.83
H24 -9.26 1.14 3.64
H25 -6.82 1.17 3.30
H26 -7.81 1.16 1.81
H27 -5.83 -0.18 1.90
H28 -7.24 -1.09 1.33
H29 -8.32 -2.91 2.41
H30 -6.77 -3.69 2.04
H31 -7.30 -3.86 3.58
H32 -4.76 -2.15 4.50
H33 -4.53 -2.62 2.75
H34 -4.50 -1.08 3.19
H35 -9.40 -1.87 6.05
H36 -9.93 -2.35 4.39
H37 -10.51 -0.90 5.33
H38 -6.18 -2.10 5.96
C19 7.90 1.40 2.20
C20 6.82 0.83 3.20
C21 5.41 1.42 2.91
C22 4.78 0.71 1.68
C23 4.75 -0.79 1.93
C24 6.16 -1.46 2.05
N3 6.79 -0.71 3.14
O3 7.99 -1.23 3.47
C25 5.96 -2.96 2.40
C26 6.84 -1.31 0.65
C27 7.18 1.27 4.60
H39 8.84 0.85 2.30
H40 8.06 2.45 2.45
H41 7.60 1.28 1.16
H42 4.77 1.32 3.79
H43 5.45 2.48 2.68
H44 5.25 0.96 0.73
H45 3.72 0.96 1.66
H46 4.05 -1.26 1.25
H47 4.15 -0.99 2.82
H48 5.25 -3.49 1.76
H49 6.86 -3.57 2.33
H50 5.52 -3.05 3.39
H51 6.22 -1.82 -0.09
H52 6.99 -0.35 0.14
H53 7.86 -1.70 0.69
H54 6.48 0.98 5.39
H55 7.35 2.34 4.73
H56 8.09 0.78 4.96
H57 7.73 -1.78 4.21
C28 0.69 0.35 -0.77
C29 -0.49 0.86 0.05
C30 -1.62 -0.15 -0.38
C31 -1.43 -1.65 0.29
C32 -1.12 -1.61 1.80
C33 -0.12 -0.49 2.29
N4 -0.08 0.75 1.50
O4 0.62 1.88 1.97
C34 -0.56 -0.09 3.65
C35 1.33 -0.99 2.37
C36 -0.81 2.38 -0.41
H58 0.59 0.28 -1.85
H59 0.95 -0.64 -0.39
H60 1.57 0.97 -0.63
H61 -2.61 0.12 -0.01
H62 -1.72 -0.14 -1.46
H63 -0.53 -2.12 -0.12
H64 -2.34 -2.22 0.13
H65 -0.63 -2.57 1.94
H66 -2.07 -1.66 2.33
H67 0.01 0.75 4.04
H68 -1.58 0.26 3.79
H69 -0.73 -0.84 4.42
H70 1.96 -0.21 2.81
H71 1.29 -1.87 3.02
H72 1.79 -1.33 1.44
H73 -1.43 2.96 0.27
H74 -1.35 2.46 -1.35
H75 0.08 3.00 -0.35
H76 -0.02 2.22 2.60
C37 -2.73 4.70 -4.99
C38 -1.48 5.63 -4.80
C39 -0.51 4.96 -3.72
C40 0.03 3.69 -4.31
C41 0.82 3.99 -5.49
C42 0.13 4.80 -6.63
N5 -0.81 5.83 -6.11
O5 -1.51 6.50 -7.06
C43 1.31 5.51 -7.36
C44 -0.58 3.76 -7.55
C45 -1.94 6.98 -4.13
H77 -3.01 4.43 -3.98
H78 -2.49 3.72 -5.40
H79 -3.54 5.13 -5.59
H80 0.17 5.74 -3.37
H81 -1.10 4.59 -2.88
H82 -0.73 2.93 -4.49
H83 0.59 3.15 -3.55
H84 1.05 2.96 -5.77
H85 1.85 4.22 -5.22
H86 2.21 4.98 -7.68
H87 1.09 5.91 -8.35
H88 1.64 6.33 -6.72
H89 -1.62 4.05 -7.68
H90 -0.12 3.71 -8.53
H91 -0.59 2.74 -7.16
H92 -2.92 7.32 -4.47
H93 -1.26 7.81 -4.30
H94 -2.10 6.82 -3.07
H95 -0.93 7.26 -7.17
C46 6.65 1.58 -4.78
C47 5.50 2.59 -4.78
C48 4.30 1.80 -4.24
C49 4.31 1.41 -2.73
C50 4.18 2.75 -2.07
C51 5.38 3.71 -2.48
N6 5.52 3.82 -3.96
O6 6.67 4.59 -4.32
C52 4.74 5.07 -2.05
C53 6.73 3.43 -1.78
C54 5.21 3.00 -6.21
H96 6.61 0.86 -5.60
H97 6.75 1.06 -3.83
H98 7.66 1.92 -5.01
H99 3.45 2.44 -4.48
H100 4.09 0.91 -4.83
H101 5.21 0.83 -2.49
H102 3.45 0.80 -2.44
H103 4.37 2.54 -1.02
H104 3.12 3.02 -2.04
H105 4.34 4.97 -1.04
H106 5.49 5.85 -1.99
H107 4.04 5.34 -2.84
H108 6.86 2.39 -2.10
H109 7.56 4.05 -2.11
H110 6.60 3.36 -0.70
H111 4.33 3.64 -6.25
H112 5.09 2.13 -6.86
H113 6.02 3.66 -6.53
H114 6.32 5.48 -4.46

Output
<S²> ... 0.755
Spin multiplicity ... 2
Gap between HOMO and LUMO (spin up / spin down) ... 6.2 / 2.4 eV
Charge ... +1
F_max ... 0.087 Eh/bohr
E_HOMO (spin up / spin down) ... -8.94 / -8.94 eV


Molecular formula: C3H6BrN4O2
Method: DFT, ωB97M-V/def2-TZVPD

Element x y z (Å)
C1 -0.63 0.36 0.95
C2 0.66 -1.59 -0.33
C3 0.57 -0.26 0.30
N1 -0.21 1.66 1.21
N2 1.51 0.63 0.20
N3 -0.41 -2.38 -0.13
N4 1.78 -2.04 -0.85
O1 -1.64 -0.24 1.15
O2 1.16 1.71 0.72
Br1 -1.99 3.82 -0.54
H1 -0.72 2.49 0.98
H2 -2.09 5.11 -1.12
H3 -1.27 -2.01 0.48
H4 -0.78 -3.05 -0.78
H5 2.40 -1.27 -1.01
H6 1.66 -2.96 -1.21

Output
Spin multiplicity ... 1
Gap between HOMO and LUMO ... 9.3 eV
Charge ... +1
F_max ... 0.077 Eh/bohr
E_HOMO ... -14.32 eV


Molecular formula: C3H16N2O3
Method: DFT, ωB97M-V/def2-TZVPD

Element x y z (Å)
C1 1.11 -2.32 -0.32
C2 0.45 -1.60 1.00
N1 -0.04 -0.34 0.50
C3 -0.41 0.67 1.46
N2 0.33 1.95 1.07
H1 0.29 -2.48 -1.03
H2 1.46 -3.27 0.00
H3 1.93 -1.72 -0.77
H4 -0.37 -2.31 1.41
H5 1.17 -1.44 1.80
H6 -0.48 -0.34 -0.31
H7 -0.18 0.42 2.52
H8 -1.46 0.93 1.44
H9 0.50 2.53 1.81
H10 1.14 1.69 0.55
O1 -2.46 -0.38 -0.87
H11 -2.49 0.02 0.00
H12 -2.74 0.32 -1.46
O2 -1.13 1.87 -1.19
H13 -0.69 2.12 -0.33
H14 -0.53 1.48 -1.82
O3 1.46 1.10 -1.92
H15 1.53 0.75 -1.05
H16 1.60 0.34 -2.48

Output
Spin multiplicity ... 1
Gap between HOMO and LUMO ... 9.7 eV
Charge ... 0
F_max ... 0.129 Eh/bohr
E_HOMO ... -8.96 eV
Structure (SMILES) ... CCNCN.O.O.O